{
  "formula": "C33H40MnN6O3S3",
  "method": "ωB97M-V/def2-TZVPD",
  "total_charge": 1,
  "spin_multiplicity": 5,
  "homo_lumo_gap_ev": [5.510, 7.458],
  "e_homo_ev": [-9.21, -10.77],
  "energy_ha": -4181.154851,
  "elements": ["Mn", "S", "C", "N", "C", "C", "N", "C", "C", "C", "C", "C", "C", "C", "C", "S", "C", "C", "C", "C", "C", "C", "C", "H", "H", "H", "H", "H", "H", "H", "H", "H", "H", "H", "H", "H", "H", "H", "H", "H", "H", "C", "N", "C", "C", "N", "C", "S", "H", "H", "H", "H", "H", "H", "H", "H", "O", "O", "C", "C", "C", "N", "C", "C", "C", "O", "C", "C", "C", "C", "N", "C", "H", "H", "H", "H", "H", "H", "H", "H", "H", "H", "H", "H", "H", "H"],
  "xyz": [[-2.379, 1.220, -1.258], [-2.367, 1.157, 1.138], [-0.681, 0.970, 1.482], [-0.276, 0.836, 2.769], [1.148, 0.836, 3.079], [1.885, 0.024, 2.041], [1.566, 0.533, 0.712], [2.697, 0.740, -0.190], [3.553, 1.904, 0.255], [2.969, 3.148, 0.488], [3.746, 4.219, 0.899], [5.115, 4.057, 1.080], [5.700, 2.822, 0.852], [4.919, 1.748, 0.443], [0.292, 0.917, 0.441], [-0.119, 1.246, -1.230], [-1.172, 0.500, 3.877], [-1.010, -0.962, 4.230], [-1.208, -1.929, 3.245], [-1.016, -3.271, 3.530], [-0.632, -3.659, 4.810], [-0.441, -2.703, 5.795], [-0.624, -1.356, 5.503], [1.281, 0.386, 4.062], [1.526, 1.863, 3.104], [1.594, -1.029, 2.113], [2.961, 0.106, 2.189], [2.315, 0.901, -1.196], [3.290, -0.177, -0.209], [1.900, 3.274, 0.351], [3.287, 5.183, 1.079], [5.722, 4.893, 1.403], [6.765, 2.690, 0.997], [5.378, 0.781, 0.269], [-2.190, 0.725, 3.577], [-0.924, 1.135, 4.730], [-1.513, -1.624, 2.248], [-1.162, -4.014, 2.756], [-0.483, -4.707, 5.034], [-0.142, -3.002, 6.791], [-0.467, -0.608, 6.273], [-4.307, 3.628, -3.718], [-2.904, 3.984, -3.754], [-2.160, 3.924, -5.018], [-0.731, 4.277, -4.581], [-0.801, 3.993, -3.150], [-2.055, 3.861, -2.737], [-2.458, 3.597, -1.068], [-4.836, 4.200, -4.478], [-4.716, 3.878, -2.743], [-4.425, 2.560, -3.912], [-2.572, 4.622, -5.744], [-2.224, 2.906, -5.410], [-0.498, 5.330, -4.748], [0.018, 3.660, -5.070], [-0.027, 3.970, -2.507], [-2.469, 1.237, -2.924], [-5.563, 1.722, -1.158], [-4.460, 1.541, -1.121], [2.520, -3.605, 0.747], [1.857, -4.470, -0.316], [0.701, -3.806, -0.927], [0.834, -3.366, -2.314], [1.813, -2.213, -2.484], [-0.451, -3.819, -0.216], [-0.582, -4.432, 0.835], [-1.636, -3.039, -0.719], [-2.888, -3.635, -0.756], [-3.983, -2.849, -1.059], [-3.800, -1.491, -1.246], [-2.601, -0.904, -1.174], [-1.538, -1.680, -0.952], [3.377, -4.125, 1.177], [1.813, -3.393, 1.550], [2.869, -2.662, 0.322], [1.522, -5.408, 0.124], [2.557, -4.703, -1.119], [-0.147, -3.092, -2.694], [1.169, -4.222, -2.907], [1.511, -1.348, -1.890], [1.850, -1.907, -3.530], [2.821, -2.504, -2.184], [-2.988, -4.689, -0.532], [-4.979, -3.264, -1.118], [-4.652, -0.859, -1.443], [-0.582, -1.177, -0.895]],
  "forces_ev_per_a": [[0.1, 0.1, -0.3], [0.2, 0.0, 0.1], [0.1, -0.2, 0.1], [-0.1, 0.2, -0.2], [0.0, 0.0, -0.1], [0.0, 0.0, 0.0], [-0.1, 0.0, 0.0], [-0.1, 0.0, 0.0], [0.0, 0.0, 0.0], [0.0, 0.0, 0.0], [0.0, 0.0, 0.0], [0.0, 0.0, 0.0], [0.0, 0.0, 0.0], [0.0, 0.0, 0.0], [0.0, 0.0, 0.1], [0.0, 0.0, 0.0], [0.0, -0.1, -0.1], [0.0, 0.0, 0.0], [0.1, 0.0, 0.1], [-0.1, -0.2, 0.1], [0.0, 0.1, 0.1], [0.0, 0.0, 0.0], [0.0, 0.0, 0.0], [0.0, 0.0, 0.0], [0.0, 0.0, 0.0], [0.0, 0.0, 0.0], [0.0, 0.0, 0.0], [0.0, 0.0, 0.0], [0.0, 0.0, 0.0], [0.0, 0.0, 0.0], [0.0, 0.0, 0.0], [0.0, 0.0, 0.0], [0.0, 0.0, 0.0], [0.0, 0.0, 0.0], [0.0, 0.0, 0.0], [0.0, 0.0, 0.0], [0.0, 0.0, 0.0], [0.0, 0.2, 0.2], [0.0, 0.0, 0.0], [0.0, 0.0, 0.0], [0.0, 0.0, 0.0], [0.0, 0.0, 0.0], [0.2, 0.0, 0.1], [0.0, 0.0, 0.0], [0.0, 0.0, 0.0], [-0.2, 0.0, 0.0], [-0.1, 0.0, -0.1], [0.0, -0.1, -0.1], [0.0, 0.0, 0.0], [0.0, 0.0, 0.0], [0.0, 0.0, 0.0], [0.0, 0.0, 0.0], [0.0, 0.0, 0.0], [0.0, 0.0, 0.0], [0.0, 0.0, 0.0], [0.0, 0.0, 0.0], [0.0, 0.0, 0.3], [-0.4, 0.2, 0.0], [0.3, -0.4, 0.0], [0.0, 0.0, 0.0], [0.0, 0.0, 0.0], [-0.1, 0.1, 0.2], [0.0, 0.0, 0.0], [0.0, 0.0, 0.0], [0.0, -0.3, -0.3], [0.1, 0.0, -0.3], [0.0, 0.0, 0.0], [0.0, 0.0, 0.0], [0.0, 0.0, 0.0], [0.0, 0.0, 0.0], [0.0, 0.1, -0.1], [0.1, 0.1, 0.3], [0.0, 0.0, 0.0], [0.0, 0.0, 0.0], [0.0, 0.0, 0.0], [0.0, 0.0, 0.0], [0.0, 0.0, 0.0], [0.0, 0.0, 0.0], [0.0, 0.0, 0.0], [0.0, 0.0, 0.0], [0.0, 0.0, 0.0], [0.0, 0.0, 0.0], [0.0, 0.0, 0.0], [0.0, 0.0, 0.0], [0.0, 0.0, -0.1], [0.0, -0.1, -0.1]]
}